Entry 1:
A cluster of 2 separate species, C6H14BNO in total in a non-equilibrium geometry. Source: OMol25; level of theory: wB97M-V/def2-TZVPD.

Last column: Löwdin charge in e.
Positions of all 23 atoms, in Å:
B -0.122160 2.317780 -0.425485  -0.194
C 2.153454 1.908747 0.615338  -0.235
C -0.998123 -2.326453 -0.129498  -0.488
C -1.670806 2.165894 -0.387956  -0.030
C 3.042161 3.098492 0.901697  -0.114
C -1.315515 -2.341833 -1.564616  -0.058
C -0.698836 -3.643038 0.571131  -0.019
N -0.790362 -1.183774 0.394134  0.122
O 0.980287 2.175880 0.080836  0.073
H 2.626637 1.047124 0.174384  0.079
H -2.177484 2.904907 -1.036041  0.056
H -2.009622 2.343075 0.656081  0.073
H -2.097831 1.191203 -0.638065  0.043
H 3.516604 3.210305 1.901185  0.069
H 2.463020 3.977815 0.558908  0.077
H 3.871175 3.079933 0.253195  0.033
H -1.790565 -3.304906 -1.690759  0.069
H -0.448343 -2.283837 -2.322860  0.121
H -1.917772 -1.477816 -1.678642  0.054
H -1.094538 -3.547444 1.528705  0.060
H 0.303368 -3.527351 0.618653  0.052
H -0.963860 -4.574977 0.162591  0.067
H -0.860889 -1.209727 1.457082  0.089

Forces on the atoms, in the same order (eV/Å):
B -1.6 -0.5 -0.9
C 2.1 -0.3 1.6
C 1.4 0.3 0.2
C -0.5 0.9 0.5
C -1.2 0.2 0.0
C 1.6 -0.9 -1.3
C -2.2 1.8 -0.6
N -1.6 0.0 1.9
O -0.6 0.2 -0.1
H -0.1 -0.2 -0.2
H 0.3 -0.3 0.3
H 0.2 0.1 -0.4
H 0.7 -0.1 -0.1
H -1.0 0.0 -0.3
H 0.4 0.0 0.8
H 1.3 -0.1 -1.1
H -0.6 0.1 -0.8
H -1.0 -0.1 1.5
H -0.9 0.5 -0.8
H -0.5 -0.2 1.9
H 3.5 -0.4 0.5
H -0.5 -0.9 -1.0
H 0.9 -0.2 -1.5

Summary:
E   -10658.445 eV
Spin multiplicity   1
Total charge   0
F_max   3.571 eV/Å
HOMO-LUMO gap (spin up / spin down)   6.241 / 6.171 eV


Entry 2:
A cluster of 8 separate species, C39H91IN2O13PS in total in a non-equilibrium geometry. Source: OMol25; level of theory: wB97M-V/def2-TZVPD.

Last column: Löwdin charge in e.
Positions of all 148 atoms, in Å:
C -3.175410 -3.394658 4.459770  -0.122
C -2.654469 -3.362633 2.944567  -0.206
C -1.055560 -3.642877 2.808263  -0.182
O -0.288937 -2.389718 2.787876  -0.118
C 1.040397 -2.601354 2.291151  -0.254
N 1.300215 -1.892909 0.995364  0.121
C 1.573744 -0.430389 1.114296  -0.092
C 2.696641 -0.028550 2.183655  -0.398
C 2.443692 1.548586 2.516396  -0.183
O 2.215072 2.341828 1.310840  -0.171
N 1.443974 3.413503 1.709996  -0.023
O 2.028418 4.119578 2.466011  0.090
P 4.396300 -0.335513 1.407633  0.415
O 4.292295 -1.396677 0.067260  -0.270
O 5.517421 -1.036922 2.505656  -0.260
S 5.259208 1.294693 0.736931  0.368
C 2.529695 -0.778516 3.626031  -0.094
C 2.201198 -2.343200 3.405750  -0.209
C 1.832374 -2.950174 4.841860  -0.099
C 2.760577 -4.154036 5.330654  -0.737
O 2.799411 -4.374676 6.572590  -0.060
I 3.982202 -5.437195 4.079813  0.833
H -2.937632 -4.389179 4.970530  0.081
H -4.329642 -3.333582 4.420372  0.088
H -2.767711 -2.508460 5.049596  0.075
H -2.831306 -2.369599 2.400594  0.116
H -3.227452 -4.194867 2.382535  0.121
H -0.746157 -4.311417 3.701525  0.127
H -0.947995 -4.233616 1.818135  0.135
H 1.119264 -3.733684 2.056929  0.172
H 0.419415 -1.980239 0.433299  0.202
H 2.014694 -2.437332 0.482455  0.181
H 0.657566 0.217464 1.320983  0.164
H 1.972054 -0.088363 0.083346  0.159
H 1.442439 1.559916 3.097254  0.141
H 3.319862 1.904015 3.154773  0.142
H 4.801880 -0.965879 -0.657175  0.064
H 6.378496 -1.018376 2.009133  0.080
H 1.781244 -0.230887 4.304488  0.116
H 3.562392 -0.740780 4.143463  0.142
H 3.155385 -2.799300 2.933752  0.101
H 1.960337 -2.108214 5.624889  0.139
H 0.740872 -3.294396 4.943944  0.131
C -2.342039 -0.926675 -3.107598  -0.067
C -2.577384 -0.932208 -1.608201  -0.276
O -1.744601 -0.018818 -0.897925  -0.197
C -1.876406 1.355894 -1.245252  -0.277
C -3.272281 1.908321 -1.024043  -0.063
H -1.295864 -1.154209 -3.332384  0.080
H -2.975644 -1.672730 -3.593970  0.074
H -2.567396 0.044021 -3.552417  0.073
H -2.348038 -1.928437 -1.218495  0.110
H -3.629920 -0.745154 -1.372320  0.104
H -1.544654 1.518817 -2.275103  0.108
H -1.176411 1.905591 -0.607383  0.109
H -4.013875 1.403529 -1.646793  0.066
H -3.302702 2.973726 -1.265619  0.079
H -3.576303 1.775271 0.018426  0.084
C 0.601545 -7.461071 6.091794  -0.088
C -0.119412 -8.746746 6.454980  -0.272
O -0.523735 -9.510063 5.324881  -0.160
C 0.514203 -9.949918 4.459409  -0.282
C 1.536973 -10.842430 5.139260  -0.079
H -0.028292 -6.837194 5.449931  0.071
H 0.850696 -6.896423 6.994187  0.080
H 1.530343 -7.652705 5.550778  0.047
H -1.032169 -8.497706 7.002267  0.120
H 0.485234 -9.362070 7.129864  0.110
H 0.995420 -9.091552 3.978649  0.100
H 0.029454 -10.516999 3.658994  0.120
H 2.062775 -10.321757 5.942537  0.066
H 2.283846 -11.184482 4.418218  0.079
H 1.049334 -11.715968 5.580830  0.086
C 7.165129 2.781519 -5.632241  -0.080
C 6.614064 1.859350 -4.559548  -0.284
O 7.551012 1.557822 -3.532037  -0.167
C 8.047224 2.664004 -2.789444  -0.275
C 6.965766 3.442883 -2.062603  -0.082
H 8.060315 2.348212 -6.086463  0.084
H 6.418630 2.943902 -6.414163  0.079
H 7.443356 3.756716 -5.228656  0.066
H 6.342264 0.905380 -5.019200  0.116
H 5.693459 2.264438 -4.124293  0.103
H 8.639785 3.318678 -3.435983  0.107
H 8.741960 2.253553 -2.050400  0.119
H 6.247663 3.887186 -2.755275  0.068
H 7.407325 4.252027 -1.475207  0.082
H 6.407688 2.784756 -1.390806  0.014
C -0.390657 5.753183 -1.290483  -0.079
C -0.227031 4.983084 -2.588920  -0.281
O -1.428807 4.878466 -3.342418  -0.171
C -2.017949 6.103695 -3.760143  -0.276
C -1.116238 6.940748 -4.649415  -0.078
H -1.161033 5.291724 -0.665911  0.076
H 0.550708 5.765583 -0.734464  0.073
H -0.689006 6.788353 -1.464792  0.068
H 0.082333 3.960210 -2.356054  0.107
H 0.569939 5.412303 -3.205858  0.109
H -2.357909 6.675695 -2.890907  0.106
H -2.918242 5.838030 -4.322599  0.117
H -0.203697 7.245961 -4.132721  0.068
H -1.634905 7.846495 -4.974179  0.081
H -0.815539 6.371828 -5.534270  0.078
C 0.070884 -0.246956 9.259361  -0.075
C 1.157742 0.538093 8.547545  -0.269
O 1.124196 0.399872 7.129621  -0.183
C -0.066540 0.829999 6.482176  -0.287
C -0.379214 2.299474 6.699565  -0.071
H 0.137168 -1.308795 9.006104  0.081
H 0.170815 -0.137944 10.342133  0.084
H -0.928136 0.093407 8.980362  0.067
H 2.132600 0.164937 8.871150  0.121
H 1.126800 1.597238 8.824262  0.109
H -0.908577 0.197199 6.779891  0.107
H 0.082424 0.657430 5.410442  0.091
H -0.550057 2.527965 7.753239  0.072
H -1.277781 2.584241 6.146168  0.082
H 0.453843 2.922579 6.361374  0.084
C -8.496681 -1.433656 -2.275892  -0.077
C -7.061538 -1.104029 -2.645041  -0.281
O -6.153823 -2.176237 -2.414442  -0.180
C -6.406600 -3.379863 -3.128028  -0.280
C -6.375486 -3.211453 -4.636550  -0.078
H -8.562880 -1.733115 -1.226311  0.083
H -9.139083 -0.563436 -2.433446  0.081
H -8.894015 -2.254754 -2.875173  0.068
H -6.719630 -0.271037 -2.024742  0.113
H -6.988294 -0.764081 -3.683923  0.108
H -7.351356 -3.823466 -2.798886  0.107
H -5.620226 -4.083038 -2.836535  0.116
H -7.150682 -2.526596 -4.986409  0.068
H -6.532152 -4.173483 -5.130891  0.081
H -5.411778 -2.804795 -4.956905  0.075
C -2.715064 7.002235 -8.496298  -0.078
C -1.280517 7.334525 -8.865848  -0.278
O -0.372312 6.263839 -8.634554  -0.170
C -0.624233 5.060647 -9.347846  -0.283
C -0.593020 5.228974 -10.856367  -0.081
H -2.780102 6.702979 -7.446271  0.067
H -3.359732 7.870908 -8.654048  0.081
H -3.110851 6.179807 -9.094977  0.067
H -0.940891 8.168537 -8.246104  0.117
H -1.207742 7.674121 -9.904788  0.107
H -1.569170 4.616426 -9.018772  0.105
H 0.162305 4.358019 -9.056077  0.118
H -1.368594 5.913485 -11.206410  0.066
H -0.749130 4.266724 -11.350740  0.078
H 0.370344 5.636014 -11.176352  0.083

Forces on the atoms, in the same order (eV/Å):
C -0.7 0.3 -0.7
C 0.7 -0.3 0.1
C -2.0 -1.2 0.0
O 1.1 -0.6 -1.0
C 0.1 -2.8 2.7
N -1.6 0.0 0.0
C 1.5 2.4 -0.9
C -1.3 -0.4 0.9
C 0.4 -1.4 0.5
O 0.6 -2.1 0.9
N 0.5 2.7 0.8
O -1.2 -1.0 -0.9
P 3.6 0.9 -1.2
O -0.6 0.8 2.0
O -2.1 0.2 -1.9
S -0.8 -0.8 0.3
C 0.8 -0.4 -0.7
C -0.2 1.2 -0.6
C 0.4 0.0 -0.3
C -0.7 0.2 5.6
O -0.1 0.8 -5.6
I -0.6 0.6 0.1
H -0.1 1.4 -0.7
H 1.9 0.1 0.2
H -0.6 -1.3 -0.6
H 0.0 -1.4 0.9
H 1.1 1.3 0.7
H -0.2 1.1 -1.5
H 0.3 1.0 1.5
H 0.1 1.8 0.1
H 0.6 0.1 0.4
H 0.1 0.7 0.2
H 0.9 -1.6 -0.2
H -0.9 -0.5 1.6
H 1.7 0.0 -0.7
H -1.3 -0.2 -0.9
H -0.3 -0.1 0.6
H -0.9 0.1 0.6
H 1.0 -0.9 -1.2
H -1.7 0.0 -0.7
H -1.4 0.4 1.0
H -0.1 -1.5 -1.1
H 1.7 0.4 -0.4
C 0.1 0.1 -0.1
C -0.2 0.0 -0.1
O 0.4 -0.3 0.3
C -0.1 0.2 -0.1
C -0.2 -0.1 0.0
H -0.1 0.0 0.0
H 0.0 0.1 0.1
H -0.1 -0.1 0.0
H 0.1 0.1 0.1
H 0.0 0.0 -0.1
H -0.1 0.0 0.0
H 0.0 -0.2 0.0
H 0.0 0.1 0.0
H 0.1 -0.1 0.0
H 0.1 0.0 -0.1
C 0.1 0.1 -0.1
C 0.0 -0.1 -0.1
O -0.2 0.1 0.0
C 0.0 -0.1 0.0
C 0.1 0.0 0.2
H 0.0 0.0 0.1
H 0.0 0.0 -0.1
H 0.0 0.0 0.1
H 0.0 -0.2 -0.2
H 0.1 0.1 0.0
H 0.1 0.0 0.0
H -0.1 0.1 0.2
H 0.1 0.0 -0.1
H -0.1 0.0 0.0
H 0.0 0.1 -0.1
C 0.1 0.1 0.0
C 0.1 0.1 0.0
O 0.0 -0.2 0.0
C 0.0 0.0 0.1
C -0.2 0.0 0.0
H -0.1 0.0 0.0
H 0.1 0.0 0.1
H -0.1 0.0 0.0
H 0.1 0.0 0.2
H 0.0 0.1 0.0
H -0.1 0.1 0.0
H -0.1 -0.1 -0.2
H 0.1 0.1 0.0
H 0.0 -0.1 0.0
H 0.1 0.1 -0.1
C -0.1 0.1 0.1
C -0.1 0.1 0.0
O 0.0 -0.3 0.1
C 0.0 0.1 -0.1
C 0.2 -0.1 0.0
H 0.1 0.0 0.0
H -0.1 0.0 0.0
H 0.1 0.0 0.0
H -0.2 0.0 -0.1
H 0.0 0.1 0.1
H 0.1 0.1 0.0
H 0.1 -0.2 0.1
H -0.1 0.1 0.0
H 0.0 -0.1 0.0
H -0.1 0.1 0.0
C -0.1 -0.1 -0.1
C 0.0 0.0 0.2
O 0.2 -0.2 -0.4
C 0.0 0.1 0.2
C 0.0 0.1 0.1
H 0.0 0.1 0.1
H 0.0 0.0 -0.1
H 0.0 0.1 0.1
H 0.0 0.0 -0.3
H -0.1 0.0 0.0
H -0.1 0.0 0.0
H 0.1 -0.1 0.1
H -0.1 0.0 -0.1
H 0.1 0.0 0.0
H -0.1 -0.1 0.0
C -0.1 -0.1 0.0
C -0.1 0.0 0.0
O 0.2 0.1 0.1
C 0.0 0.0 -0.1
C 0.0 0.1 -0.1
H 0.0 0.1 -0.1
H 0.1 -0.1 0.0
H 0.0 0.1 0.0
H 0.1 -0.2 0.0
H -0.1 0.0 0.0
H -0.1 0.0 -0.1
H 0.0 0.2 0.1
H 0.0 -0.1 0.0
H 0.0 0.1 0.1
H -0.1 -0.1 0.0
C -0.1 -0.1 0.0
C 0.0 0.0 0.0
O 0.1 0.0 0.1
C 0.0 0.0 0.0
C 0.0 0.1 -0.1
H 0.0 0.1 -0.1
H 0.1 -0.1 0.0
H 0.0 0.1 0.0
H 0.2 -0.2 0.0
H -0.1 0.0 0.0
H -0.1 0.0 -0.1
H 0.0 0.2 0.1
H 0.0 -0.1 0.0
H 0.0 0.1 0.1
H -0.1 -0.1 0.0

Summary:
E   -99727.647 eV
Spin multiplicity   1
Total charge   +1
F_max   5.615 eV/Å
HOMO-LUMO gap   7.994 eV


Entry 3:
A structure of composition C32H41AlClCsILiN3O17P in a non-equilibrium geometry. Source: OMol25; level of theory: wB97M-V/def2-TZVPD.

Last column: Löwdin charge in e.
Positions of all 99 atoms, in Å:
C -0.484888 -2.210642 -3.134533  0.025
C -1.750235 -2.115120 -3.503863  -0.489
C -2.724251 -1.100401 -2.844038  -0.113
C -2.372872 -0.909884 -1.421969  -0.094
C -2.360216 -1.897971 -0.446789  -0.057
C -2.690659 -3.331963 -0.722022  -0.135
C -4.058123 -3.599914 -1.360323  -0.305
C -4.461468 -5.042175 -1.142445  -0.582
I -3.304970 -6.291935 -2.465262  0.813
C -1.988963 -1.537682 0.860383  -0.002
C -1.969020 -2.544212 1.947721  -0.544
O -2.886417 -2.641469 2.691861  0.201
O -0.854575 -3.228773 1.958389  0.048
C -0.059397 -3.065437 3.192426  -0.107
C 1.396527 -3.161803 2.829413  -0.191
C 2.290954 -2.443861 3.836371  -0.251
C 2.782362 -3.428430 4.873114  -0.162
C -1.639417 -0.245850 1.197846  0.108
C -1.638144 0.690276 0.189879  0.021
N -2.004516 0.358633 -1.056244  0.063
N -1.986592 1.400139 -2.030019  0.097
C -0.561508 1.844118 -2.317605  -0.369
C -0.159429 1.647099 -3.717185  0.059
O 0.117848 2.250866 -1.456672  0.207
C -2.910918 2.380989 -1.730133  -0.376
C -3.272961 3.305286 -2.800097  0.062
O -3.383531 2.378782 -0.586042  -0.222
H 0.287549 -2.487206 -3.846524  0.089
H -0.194936 -1.985471 -2.124240  0.070
H -2.059556 -2.757028 -4.328202  -0.168
H -2.657429 -0.176960 -3.412942  0.081
H -3.754354 -1.412610 -2.920599  0.125
H -1.933346 -3.709973 -1.394660  0.095
H -2.606964 -3.928620 0.172959  0.118
H -3.940555 -3.517471 -2.429439  0.053
H -4.824126 -2.922730 -1.005084  0.128
H -4.266740 -5.388536 -0.142168  0.051
H -5.475409 -5.221773 -1.445553  0.038
H -0.330367 -3.819706 3.914884  0.135
H -0.267490 -2.101604 3.645545  0.121
H 1.676767 -4.206264 2.788864  0.057
H 1.525563 -2.735716 1.840473  0.088
H 1.759365 -1.627715 4.315955  0.095
H 3.136603 -2.064011 3.281057  0.099
H 3.348759 -4.219506 4.369248  -0.089
H 3.439881 -2.897750 5.557666  0.069
H 1.965259 -3.827088 5.452925  0.045
H -1.366084 0.064756 2.186445  0.153
H -1.387486 1.728522 0.377400  0.105
H -0.014162 0.581472 -3.861879  0.089
H 0.726330 2.213574 -3.938778  0.110
H -0.993799 1.915364 -4.353619  0.094
H -3.749345 4.182882 -2.397993  0.102
H -2.391010 3.581424 -3.362106  0.112
H -3.967860 2.768234 -3.445765  0.059
Cl 3.866529 -5.796611 2.943697  -0.460
O -2.042390 3.518312 1.531621  -0.453
H -2.508269 3.725807 0.707561  -0.212
Al -4.938794 3.159009 0.314102  0.885
C 3.519746 0.798896 0.359074  -0.042
C 4.668042 0.021735 0.323121  -0.032
C 4.591337 -1.325827 0.000540  0.014
C 3.358767 -1.875363 -0.288788  -0.156
C 2.201449 -1.122127 -0.251754  -0.036
C 2.286057 0.223031 0.076238  -0.065
N 3.278878 -3.297764 -0.658840  -0.346
O 4.300173 -3.936196 -0.661709  0.102
O 2.181255 -3.744098 -0.954270  0.039
H 3.586821 1.850935 0.606603  0.081
H 5.626289 0.468541 0.545368  0.118
H 5.481393 -1.935305 -0.027205  0.125
H 1.241848 -1.568604 -0.467453  0.085
H 1.393459 0.832299 0.113959  0.065
C 3.258785 4.325865 1.919494  0.081
C 3.794235 5.529566 2.160366  -0.256
C 3.128337 6.774937 1.716201  -0.315
O 3.688644 7.858642 2.007810  -0.083
C 1.906262 6.706403 0.986900  0.048
C 1.353073 5.499100 0.727086  -0.216
C 2.012931 4.220145 1.197267  -0.271
O 1.474332 3.171260 0.916834  0.110
O 0.249574 5.335730 0.079651  0.149
O 4.949170 5.676582 2.804172  0.120
H 3.741934 3.410323 2.226691  0.140
H 1.445383 7.629737 0.653345  0.116
H 0.073661 4.360770 0.113536  0.103
H 5.146223 6.624159 2.844480  0.116
O -3.876035 2.921222 -6.288999  -0.155
P -4.911115 1.969029 -5.688803  -0.129
O -4.213522 0.703442 -5.206942  -0.371
O -5.931592 1.725835 -6.793309  -0.098
O -5.636035 2.640973 -4.522414  -0.227
O 1.869739 -5.295341 7.293384  -0.050
H 2.620347 -5.267427 7.893941  0.040
H 1.150934 -5.654909 7.821438  0.031
Cs -2.020638 -1.860382 -5.979776  1.374
Li 2.700388 9.624980 2.069059  0.883
O 5.842397 4.126812 -0.044967  -0.490
H 5.645689 4.310018 0.880350  -0.194

Forces on the atoms, in the same order (eV/Å):
C 0.4 0.0 -0.3
C -0.6 -0.6 2.8
C 0.3 -1.7 -0.6
C 0.1 0.4 0.4
C 0.0 0.4 0.1
C -0.3 0.2 -0.5
C 0.6 -0.5 0.0
C 0.3 0.0 -0.5
I 0.0 -0.1 0.1
C 0.0 0.3 -0.5
C 0.1 -0.3 -0.3
O -1.0 0.0 1.0
O 0.7 0.1 0.1
C 0.6 -0.3 0.4
C -0.3 0.1 -0.1
C -0.1 -0.8 -0.2
C 0.5 0.7 0.2
C -0.1 0.2 -0.9
C 0.3 0.3 0.7
N 0.6 0.1 0.2
N -0.1 -1.0 0.7
C 0.0 -0.2 -1.0
C -0.7 -0.1 -0.4
O 0.2 0.4 1.1
C 0.2 0.2 0.4
C 0.5 0.1 0.4
O -1.2 -0.2 -0.8
H 0.0 -1.0 0.4
H 0.6 0.9 0.0
H -0.1 -0.5 4.0
H -0.1 0.1 0.0
H -0.4 -0.1 -0.1
H 0.3 -0.3 -0.1
H 0.1 0.0 0.4
H -0.3 0.5 -0.4
H -0.2 0.2 0.2
H -0.1 -0.2 0.3
H -0.4 -0.1 0.1
H -0.3 -0.3 0.0
H -0.4 0.4 -0.2
H 0.3 -0.3 -0.2
H 0.0 0.1 -0.3
H -0.1 0.5 0.0
H 0.3 0.4 0.0
H -0.2 0.0 0.3
H 0.2 0.0 0.3
H -0.2 -0.3 0.1
H 0.1 0.0 0.3
H 0.0 0.3 0.4
H 0.3 -0.3 0.0
H 0.4 0.1 -0.1
H -0.1 0.2 -0.4
H -0.2 0.3 0.0
H 0.1 0.1 -0.4
H -0.3 0.0 -0.3
Cl 0.1 -0.2 -0.4
O -0.8 -0.4 -0.8
H 0.5 0.4 0.2
Al 0.5 0.1 0.7
C 0.0 0.0 0.0
C 0.0 0.0 0.0
C 0.2 0.1 0.0
C 0.0 0.0 0.0
C -0.2 0.3 0.0
C 0.1 -0.1 0.0
N 0.1 -0.1 0.1
O 0.1 0.0 -0.1
O -0.3 0.1 -0.2
H 0.1 -0.1 -0.1
H 0.0 0.1 0.0
H 0.0 -0.1 0.0
H 0.0 -0.2 0.0
H 0.0 0.0 0.1
C 0.0 -0.2 0.1
C 0.1 0.0 0.0
C -0.1 -0.3 -0.3
O -0.6 1.2 0.2
C 0.2 0.2 0.2
C 0.4 0.2 0.3
C 0.7 -0.1 0.2
O -0.4 0.2 -0.1
O -0.5 -0.5 -0.4
O -0.1 0.1 0.2
H 0.1 0.0 0.0
H -0.1 -0.1 -0.1
H -0.4 0.1 0.2
H 0.1 0.0 -0.1
O -0.1 0.0 -0.4
P 0.2 -0.4 0.8
O 0.7 -0.5 0.1
O 0.0 0.3 -0.2
O -0.1 -0.1 -0.2
O -0.2 0.0 0.2
H 0.1 0.0 -0.1
H 0.0 0.0 0.0
Cs -0.6 2.7 -7.1
Li 0.6 -1.0 -0.1
O -0.6 0.0 0.1
H 0.3 0.0 0.0

Summary:
E   -110371.149 eV
Spin multiplicity   1
Total charge   0
F_max   7.620 eV/Å
HOMO-LUMO gap   0.986 eV